No. 1
90
Properties=species:S:1:pos:R:3:forces:R:3 method="wB97M-V/def2-TZVPD" de_lowest_kcal_mol=76.1 orbital_gap_ha=0.2221 e_lumo_ev=-10.685 homo_ev=-16.729 charge=+4
N 0.534 -3.022 0.577 2.366 0.565 -1.380
O -0.128 -3.820 -0.054 -2.469 -1.179 -0.479
O 0.158 -1.860 0.799 -1.889 1.779 0.760
O 1.706 -3.272 0.796 1.625 -0.633 1.126
C 1.628 -4.498 -6.193 -0.191 -1.034 -2.013
C 1.550 -3.950 -4.814 0.259 1.109 0.676
C 1.522 -2.422 -4.757 -0.332 1.379 0.383
N 1.049 -1.742 -3.403 0.137 -0.113 -0.698
C 1.153 -0.179 -3.637 -1.107 -0.034 0.660
C 0.001 0.443 -4.438 1.588 -1.210 -0.378
C -1.325 -0.067 -3.997 -1.092 2.972 -0.678
C -1.391 -1.501 -3.888 0.338 -3.649 0.373
C -0.346 -2.181 -2.982 -0.458 2.273 -0.394
C 1.937 -2.020 -2.231 1.351 0.305 -0.191
H 1.289 -5.534 -6.177 0.123 -0.135 0.203
H 2.574 -4.552 -6.731 0.276 0.448 0.486
H 0.924 -4.053 -6.896 -0.102 0.418 0.116
H 2.394 -4.309 -4.226 -0.329 -0.251 0.284
H 0.583 -4.325 -4.477 0.186 0.042 0.703
H 0.877 -1.988 -5.521 -0.654 -0.386 0.163
H 2.403 -1.824 -4.987 0.785 -0.905 0.240
H 2.095 0.112 -4.102 0.195 -0.706 0.180
H 1.128 0.220 -2.622 0.097 0.014 0.080
H 0.143 0.122 -5.470 -0.015 0.096 -0.235
H 0.088 1.529 -4.474 0.031 -0.055 0.335
H -1.966 0.315 -4.791 -0.589 -0.371 0.015
H -1.694 0.483 -3.131 0.151 -0.236 0.540
H -1.237 -2.034 -4.826 -0.249 0.453 -0.568
H -2.341 -1.910 -3.545 -0.289 0.346 0.018
H -0.532 -3.255 -3.016 0.802 0.110 0.248
H -0.408 -1.759 -1.979 -0.288 -0.521 0.258
H 2.151 -3.077 -2.075 -0.059 0.076 -0.363
H 1.600 -1.622 -1.274 -0.905 -0.009 -0.289
H 2.831 -1.420 -2.402 0.452 -0.611 -0.213
C -5.190 3.572 1.429 -0.161 -0.223 0.237
N -4.700 2.272 0.888 -0.297 -0.091 -0.067
C -5.555 1.375 0.358 -0.239 -0.596 1.291
C -5.227 0.046 0.329 1.228 -0.885 -0.894
C -3.896 -0.398 0.499 -0.683 1.681 1.479
C -2.953 0.617 0.902 -1.836 -0.570 0.134
C -3.428 1.936 1.188 0.184 -2.037 -0.947
C -3.622 -1.884 0.508 0.180 0.581 1.618
C -3.637 -2.529 -0.688 1.197 -2.143 0.100
C -3.321 -3.923 -0.677 -0.224 0.593 -0.345
N -3.032 -4.625 0.443 -0.021 1.774 -0.807
C -2.980 -3.958 1.599 -0.488 1.205 0.806
C -3.357 -2.625 1.699 0.263 -0.015 -1.028
C -2.716 -6.043 0.436 1.037 -0.981 -0.233
H -6.238 3.756 1.190 0.265 -0.064 -0.553
H -4.519 4.362 1.091 -0.298 0.013 0.128
H -5.195 3.436 2.510 0.309 0.319 0.034
H -6.613 1.551 0.230 0.096 1.060 -0.089
H -6.036 -0.646 0.149 0.048 -0.149 -0.221
H -1.991 0.180 1.122 0.517 0.820 0.155
H -2.889 2.730 1.684 0.396 -0.229 -0.091
H -3.706 -1.921 -1.577 -0.284 -0.600 -0.384
H -3.271 -4.483 -1.600 -0.106 -0.088 -0.004
H -2.621 -4.469 2.480 -0.198 -0.327 -0.060
H -3.401 -2.199 2.690 0.144 0.234 -0.086
H -1.748 -6.257 0.889 0.084 0.650 0.369
H -2.520 -6.371 -0.585 -0.844 -0.133 0.022
H -3.447 -6.594 1.027 -0.246 -0.024 -0.584
C 2.447 -1.250 3.194 1.092 -1.028 -0.495
N 2.617 0.139 3.438 0.148 4.328 -0.872
C 3.182 0.643 4.560 0.743 0.485 -0.249
C 3.450 2.016 4.770 -1.454 0.494 -1.510
C 3.084 2.933 3.731 0.458 -3.734 0.662
C 2.542 2.375 2.589 -1.198 -0.984 -1.061
C 2.283 1.010 2.408 0.890 0.414 2.180
C 3.286 4.341 3.719 1.776 3.416 0.866
C 4.186 5.000 2.795 -2.080 -0.183 1.549
C 4.192 6.392 2.841 0.367 0.023 2.055
N 3.530 7.090 3.836 -0.147 -1.229 -1.314
C 2.736 6.449 4.754 2.062 2.943 -0.942
C 2.705 5.119 4.759 -1.104 -2.503 -1.149
C 3.448 8.568 3.688 0.380 -0.251 -0.475
H 1.402 -1.429 2.940 0.193 -0.579 0.339
H 2.962 -1.758 4.008 -0.864 -0.522 0.019
H 3.068 -1.427 2.316 -0.348 -0.548 -0.184
H 3.586 -0.128 5.199 -0.312 0.137 0.541
H 3.793 2.450 5.697 0.439 -0.611 0.175
H 2.169 3.076 1.857 0.196 -0.198 -0.486
H 1.871 0.559 1.517 -0.132 0.005 0.004
H 4.809 4.422 2.129 -0.059 0.199 -0.231
H 4.895 6.992 2.282 -0.223 -0.003 -0.396
H 2.288 7.119 5.473 -0.299 -0.207 0.090
H 1.979 4.673 5.423 0.277 -0.331 0.306
H 2.587 8.711 3.035 -0.280 0.566 0.608
H 4.295 8.933 3.107 0.173 -0.209 0.238
H 3.469 9.047 4.668 -0.461 -0.011 -0.220

---

No. 2
95
Properties=species:S:1:pos:R:3:forces:R:3 method="wB97M-V/def2-TZVPD" orbital_gap_ha=0.2729 e_lumo_ev=-5.173 homo_ev=-12.598 charge=+2
Sn -1.368 0.938 0.067 -0.040 0.052 0.475
C -3.033 -0.902 5.559 -0.216 0.554 -0.019
C -3.600 -1.218 4.186 0.213 0.063 0.060
N -3.950 -0.022 3.424 -0.871 -0.176 0.396
C -3.164 0.708 2.653 0.776 -0.322 -0.396
S -1.486 0.142 2.467 -0.164 0.316 0.135
N -3.678 1.768 2.077 -0.250 -0.135 0.041
N -2.891 2.333 1.132 0.331 -0.026 -0.355
C -3.092 3.566 0.819 -0.771 0.113 0.447
C -4.182 4.393 1.459 0.702 -0.122 -0.294
C -2.211 4.182 -0.188 0.440 0.114 -0.476
C -2.401 5.480 -0.672 0.017 -0.172 -0.068
C -1.509 5.971 -1.623 -0.298 -0.078 0.242
C -0.473 5.164 -2.057 0.400 0.494 -0.459
C -0.339 3.902 -1.523 -0.312 -0.262 0.184
N -1.185 3.421 -0.616 -0.148 0.291 0.195
H -2.785 -1.812 6.085 0.087 -0.279 0.151
H -2.135 -0.289 5.470 0.041 -0.053 0.017
H -3.759 -0.341 6.160 0.134 -0.146 -0.108
H -2.888 -1.791 3.595 0.000 -0.113 0.006
H -4.504 -1.810 4.284 -0.120 -0.047 -0.075
H -4.907 0.307 3.487 0.183 0.027 0.043
H -4.836 3.799 2.069 -0.091 -0.278 0.178
H -3.733 5.173 2.067 0.059 0.131 0.138
H -4.760 4.881 0.690 -0.251 0.184 -0.282
H -3.241 6.085 -0.342 0.231 -0.131 -0.011
H -1.634 6.971 -2.020 -0.003 -0.071 0.021
H 0.235 5.516 -2.808 -0.188 -0.078 0.234
H 0.463 3.244 -1.835 0.051 -0.074 0.001
N -0.423 -0.078 -2.663 0.050 0.217 -0.528
C -0.006 -1.386 -2.181 0.042 0.044 -0.141
C 0.929 -1.356 -0.981 -0.243 0.044 -0.503
O 1.036 -2.185 -0.143 -0.081 -0.242 0.289
O 1.760 -0.257 -1.052 -0.088 0.167 0.004
H -1.061 -0.164 -3.455 0.190 -0.149 0.278
H 0.365 0.482 -2.988 -0.147 -0.205 0.141
H 0.540 -1.964 -2.946 -0.041 -0.115 0.205
H -0.883 -1.963 -1.888 0.084 -0.053 -0.029
O -2.731 -7.577 -0.473 0.090 -0.169 -0.327
C -3.458 -6.938 0.526 0.001 0.485 0.127
N -3.848 -5.576 0.148 0.120 -0.076 0.145
C -3.224 -4.482 0.649 0.107 -0.048 -0.069
O -2.348 -4.512 1.494 -0.058 0.012 -0.119
C -3.673 -3.155 0.087 -0.283 0.328 -0.147
C -4.942 -2.912 -0.442 0.133 -0.136 0.223
C -5.257 -1.639 -0.891 -0.096 -0.160 -0.022
C -4.294 -0.653 -0.814 -0.233 0.300 -0.129
N -3.091 -0.866 -0.285 0.118 0.378 0.082
C -2.788 -2.077 0.165 -0.201 -0.590 0.156
H -1.790 -7.397 -0.386 -0.017 0.077 0.092
H -2.901 -6.843 1.453 -0.028 -0.045 0.112
H -4.359 -7.516 0.684 -0.140 -0.102 0.017
H -4.466 -5.476 -0.641 0.040 -0.025 0.006
H -5.711 -3.686 -0.459 0.246 0.132 -0.023
H -6.247 -1.429 -1.275 0.084 0.104 -0.047
H -4.487 0.356 -1.164 -0.082 -0.074 0.018
H -1.828 -2.218 0.647 0.086 -0.014 -0.006
C 5.760 -1.014 -0.845 -0.391 0.014 0.487
C 4.280 -1.476 -0.669 0.535 -0.510 -0.139
C 4.191 -2.414 0.560 0.385 0.171 -0.084
C 3.886 -2.281 -1.934 0.201 0.369 0.185
P 3.271 0.028 -0.569 0.113 0.380 -0.159
C 3.693 1.155 -1.922 -0.144 -0.088 0.000
C 4.467 2.306 -1.784 0.026 0.043 -0.044
C 4.619 3.165 -2.867 0.023 0.199 -0.141
C 4.015 2.901 -4.093 0.133 0.064 0.161
C 3.272 1.738 -4.237 -0.003 -0.034 -0.153
C 3.112 0.875 -3.167 -0.062 -0.137 0.034
C 3.147 0.886 1.045 -0.123 0.200 0.501
C 2.346 2.194 0.811 0.114 -0.130 0.069
C 4.515 1.226 1.702 -0.484 -0.266 -0.505
C 2.332 0.017 2.036 0.210 -0.202 -0.242
H 6.361 -1.917 -0.875 0.128 -0.142 -0.011
H 6.115 -0.421 0.007 -0.072 -0.047 -0.189
H 5.927 -0.469 -1.767 -0.048 0.128 -0.114
H 4.808 -3.298 0.334 -0.197 0.263 0.053
H 3.181 -2.749 0.770 -0.077 0.020 -0.008
H 4.620 -1.951 1.454 -0.101 -0.054 -0.128
H 4.597 -3.106 -1.992 -0.059 -0.040 -0.097
H 3.976 -1.697 -2.853 0.017 -0.057 0.097
H 2.889 -2.702 -1.857 -0.082 -0.113 -0.010
H 4.934 2.567 -0.840 -0.034 -0.068 -0.158
H 5.204 4.069 -2.755 0.027 -0.046 0.071
H 4.125 3.594 -4.929 0.012 -0.232 0.292
H 2.817 1.497 -5.189 -0.006 0.006 0.014
H 2.515 -0.024 -3.309 0.154 0.206 0.032
H 2.876 2.944 0.227 0.055 -0.093 -0.083
H 2.151 2.635 1.788 -0.030 -0.031 0.081
H 1.378 2.003 0.343 0.042 -0.017 -0.053
H 5.148 1.806 1.038 0.194 0.001 0.049
H 5.043 0.341 2.053 0.020 -0.013 -0.126
H 4.292 1.836 2.570 -0.002 0.142 0.182
H 1.354 -0.268 1.653 -0.055 0.033 -0.086
H 2.171 0.606 2.935 -0.014 0.133 0.098
H 2.849 -0.895 2.335 0.004 0.092 -0.097

---

No. 3
96
Properties=species:S:1:pos:R:3:forces:R:3 method="wB97M-V/def2-TZVPD" orbital_gap_ha=0.2472 e_lumo_ev=-6.682 homo_ev=-13.408 charge=+2
Tl -0.463 -0.603 -0.115 0.197 0.132 0.560
C -3.305 0.867 1.389 -0.298 -0.139 -0.107
C -3.880 -0.115 0.426 -0.165 0.112 0.058
C -5.267 -0.199 0.302 -0.007 -0.130 -0.119
C -5.834 -1.075 -0.600 -0.037 0.111 0.092
C -4.987 -1.870 -1.354 0.160 0.023 0.016
C -3.618 -1.748 -1.180 0.251 -0.452 -0.298
N -3.059 -0.882 -0.320 0.219 0.240 0.109
Sb -2.481 -3.135 -2.391 0.028 0.180 0.062
C -1.250 -1.639 -3.354 -0.360 -0.547 -0.055
C -1.308 -1.688 -4.739 0.048 0.029 0.093
C -0.536 -0.810 -5.481 0.015 0.068 -0.001
C 0.284 0.071 -4.805 -0.054 -0.054 0.032
C 0.306 0.075 -3.412 0.024 -0.001 -0.311
C 1.210 1.012 -2.686 -0.216 -0.083 0.040
N -0.471 -0.769 -2.711 0.304 0.495 1.125
C -1.069 -3.908 -0.941 -0.492 -0.103 -0.517
C -1.030 -5.293 -0.940 0.024 0.103 0.014
C -0.153 -5.942 -0.083 0.057 0.024 0.041
C 0.638 -5.172 0.743 -0.098 0.000 -0.068
C 0.541 -3.779 0.715 0.065 -0.172 -0.019
C 1.368 -2.990 1.676 -0.133 -0.035 -0.039
N -0.303 -3.171 -0.136 0.297 0.971 0.210
H -4.076 1.260 2.047 -0.052 -0.055 0.025
H -2.528 0.405 1.991 -0.156 0.061 -0.023
H -2.866 1.685 0.825 -0.418 -0.306 0.108
H -5.888 0.430 0.924 0.026 0.014 0.017
H -6.908 -1.145 -0.708 -0.011 0.002 0.003
H -5.378 -2.581 -2.071 -0.021 -0.014 0.029
H -1.949 -2.417 -5.218 0.017 0.024 -0.052
H -0.571 -0.817 -6.563 0.021 -0.007 -0.005
H 0.917 0.765 -5.340 0.010 0.002 -0.009
H 1.991 1.387 -3.343 0.000 0.024 -0.025
H 0.652 1.868 -2.302 0.074 -0.107 -0.110
H 1.660 0.467 -1.858 0.042 0.033 -0.095
H -1.676 -5.848 -1.609 0.026 -0.050 0.018
H -0.091 -7.022 -0.068 0.006 -0.005 0.020
H 1.332 -5.632 1.433 0.009 0.003 0.008
H 2.349 -3.447 1.793 0.019 -0.004 -0.011
H 1.488 -1.963 1.348 0.102 -0.026 0.099
H 0.898 -3.003 2.660 0.022 0.007 -0.036
B 0.925 -0.272 3.569 0.386 -0.290 0.038
N -0.430 -0.982 3.286 -0.314 0.187 0.219
C -1.105 -1.608 4.258 -0.197 -0.010 -0.008
C -2.137 -2.343 3.696 0.040 -0.062 -0.089
C -2.020 -2.113 2.333 0.044 -0.094 0.265
N -0.992 -1.286 2.105 0.045 0.025 -0.928
N 1.375 0.716 2.461 0.071 0.399 0.184
C 2.163 1.762 2.745 0.048 0.114 -0.102
C 2.535 2.380 1.562 -0.020 -0.027 -0.075
C 1.916 1.624 0.575 0.251 0.073 0.237
N 1.233 0.621 1.131 -0.431 -0.508 -0.540
H 0.807 0.355 4.580 -0.040 0.063 0.065
H 1.778 -1.119 3.676 0.037 -0.055 0.005
H -0.819 -1.503 5.291 0.088 0.069 -0.016
H -2.861 -2.958 4.201 0.002 -0.001 0.024
H -2.612 -2.501 1.521 0.013 0.046 0.014
H 2.427 2.000 3.761 -0.075 -0.064 0.051
H 3.168 3.241 1.437 0.019 -0.003 0.018
H 1.965 1.736 -0.493 -0.066 0.067 0.143
C 4.045 -3.232 -0.768 -0.112 0.296 -0.026
P 3.595 -1.477 -0.808 0.591 -0.131 0.057
C 4.415 -0.725 0.622 -0.185 -0.176 -0.234
C 4.430 -0.785 -2.261 -0.166 -0.139 0.264
O 2.109 -1.266 -0.833 -0.438 -0.018 -0.156
H 5.091 -3.365 -1.041 0.015 -0.017 -0.001
H 3.410 -3.778 -1.465 0.029 -0.007 -0.030
H 3.892 -3.623 0.237 0.000 -0.033 -0.007
H 5.451 -1.056 0.684 0.014 -0.013 -0.019
H 3.889 -1.018 1.532 -0.005 0.018 0.017
H 4.390 0.360 0.532 -0.017 0.031 0.036
H 5.503 -0.961 -2.183 0.018 0.008 -0.028
H 4.254 0.289 -2.312 -0.006 0.007 0.004
H 4.054 -1.258 -3.168 -0.008 -0.004 -0.005
C 0.229 5.783 1.528 -0.101 -0.045 -0.072
C -1.107 5.250 1.014 0.214 0.157 0.239
N -0.987 4.133 0.068 -0.081 0.039 -0.104
C -0.787 4.482 -1.339 0.194 -0.114 -0.081
C 0.687 4.486 -1.742 -0.087 0.032 0.064
C -1.014 2.856 0.473 0.090 0.235 0.128
C -1.072 2.591 1.950 0.306 0.184 0.062
N -1.050 1.832 -0.337 0.377 -1.101 -0.620
H 0.046 6.499 2.329 0.019 0.015 -0.005
H 0.779 6.298 0.742 0.043 -0.006 0.002
H 0.855 4.981 1.921 0.016 -0.006 0.005
H -1.638 6.053 0.504 -0.095 -0.078 -0.017
H -1.727 4.944 1.853 -0.042 -0.018 -0.062
H -1.216 5.468 -1.506 -0.077 -0.028 0.035
H -1.346 3.789 -1.971 -0.102 0.092 0.000
H 1.227 5.289 -1.246 0.017 0.004 0.008
H 0.781 4.631 -2.818 0.016 -0.013 -0.012
H 1.162 3.543 -1.469 0.029 0.130 0.012
H -0.318 3.159 2.489 0.037 0.017 -0.045
H -0.913 1.535 2.129 0.019 0.159 0.082
H -2.051 2.866 2.344 0.091 0.045 0.042
H -1.076 2.051 -1.324 -0.064 0.180 0.081

---

What is the charge in the third record? +2